*w*
The following is a quantum chemistry calculation of a 2-piece molecular cluster, CH8N5 overall, from OMol25.

```
! RIJCOSX wB97M-V def2-TZVPD def2/J DEFGRID3
* xyz 1 1
C -2.25734 0.16930 -0.25234
N 0.67329 1.75231 -0.16674
N -1.02025 0.16786 0.08372
N -3.20967 -0.52633 0.40672
N 2.60312 -0.51537 0.26662
N 0.23729 0.54509 -0.10988
H -2.78502 0.56726 -1.15358
H -0.01793 2.54813 -0.17185
H 2.82447 0.47585 0.27501
H 3.15378 -0.93804 -0.51777
H -2.94885 -0.99022 1.27909
H -4.14568 -0.34491 0.15927
H 2.67719 -1.04972 1.22192
H 1.47644 -0.35055 0.03666
*
```

LUMO: -3.656 eV
Kohn-Sham gap: 9.8487 eV



*x*
The following is a quantum chemistry calculation of a 2-piece molecular cluster, CH8N5 overall, from OMol25.

```
! RIJCOSX wB97M-V def2-TZVPD def2/J DEFGRID3
* xyz 1 1
C -1.24441 -0.00477 -0.05242
N -0.72819 1.20355 0.05885
N -0.60597 -1.12998 -0.02429
N -2.57388 -0.07698 -0.03889
N 3.26917 0.16144 0.14064
N 2.11845 0.22351 -0.16360
H -1.03068 1.80449 0.72438
H 0.38214 -1.20384 -0.25635
H -1.11352 -1.93707 -0.41758
H -2.95856 -1.07345 -0.28229
H -3.36850 0.58875 -0.14750
H 3.73519 0.94365 0.56915
H 3.81342 -0.71077 -0.01448
H 0.30533 1.21148 -0.09561
*
```

LUMO: -2.897 eV
Kohn-Sham gap: 9.7018 eV



The most stable of them is *x*.



*w*
The following is a quantum chemistry calculation of a 2-piece molecular cluster, C5H13NO overall, from OMol25.

```
! RIJCOSX wB97M-V def2-TZVPD def2/J DEFGRID3
* xyz 1 2
C -1.83504 -0.51542 1.54041
N -1.32958 0.50767 0.54134
C -0.09506 0.09370 -0.02881
C 1.08086 0.38089 0.56864
C 2.10882 -0.75059 0.51991
C -0.33230 -0.93086 -1.08775
H -2.08345 -1.44786 0.99341
H -1.05921 -0.71514 2.29723
H -2.74635 -0.01070 2.02760
H -1.30769 1.39869 1.01939
H 1.29007 1.32579 1.04008
H 2.61837 -0.83385 1.48758
H 1.51731 -1.69937 0.52871
H 2.82902 -0.83477 -0.32696
H -1.39754 -1.01698 -1.30060
H -0.11370 -1.97290 -0.76070
H 0.44538 -0.79048 -1.83050
H -0.37061 2.54175 -2.96203
H 0.81641 2.85282 -2.20469
O -0.03569 2.41759 -2.06226
*
```

LUMO (spin up / spin down): -3.897 / -7.040 eV
Kohn-Sham gap (spin up / spin down): 10.4734 / 7.6755 eV



*x*
The following is a quantum chemistry calculation of a 2-piece molecular cluster, C5H13NO overall, from OMol25.

```
! RIJCOSX wB97M-V def2-TZVPD def2/J DEFGRID3
* xyz 1 2
C 0.82214 0.21152 -0.41935
N -0.42831 -0.44682 -0.13447
C -0.89107 -1.50701 -1.05227
C -1.50332 0.50097 0.21704
C -0.90207 1.85810 -0.09084
C 0.62753 1.63235 0.21248
H 1.01904 0.25754 -1.49539
H 1.74514 -0.20514 0.01169
H 0.09050 -1.96224 -1.29460
H -1.29561 -1.04698 -1.96347
H -1.53437 -2.23219 -0.57619
H -1.66639 0.59009 1.28135
H -2.44715 0.09890 -0.13571
H -1.30436 2.51793 0.68572
H -1.06195 2.19723 -1.11474
H 1.15981 2.47879 -0.18181
H 0.75386 1.57725 1.29969
H 1.53599 -1.87957 1.67942
H 3.06484 -2.10321 1.43548
O 2.21576 -2.53751 1.63599
*
```

LUMO (spin up / spin down): -2.949 / -7.521 eV
Kohn-Sham gap (spin up / spin down): 11.9358 / 7.3639 eV



*y*
The following is a quantum chemistry calculation of a 2-piece molecular cluster, C5H13NO overall, from OMol25.

```
! RIJCOSX wB97M-V def2-TZVPD def2/J DEFGRID3
* xyz 1 2
C 0.80718 -1.58624 1.96245
N 0.88080 -0.41543 1.10897
C 1.71560 0.76116 0.93997
C 1.22891 1.38962 -0.42752
C -0.28294 1.11512 -0.21029
C -0.27024 -0.32022 0.22064
H 0.75638 -2.55024 1.42659
H -0.07111 -1.48756 2.60739
H 1.69908 -1.73094 2.58814
H 1.33154 1.35322 1.80803
H 2.76629 0.56027 1.11568
H 1.80764 0.74603 -1.08958
H 1.75717 2.33743 -0.57285
H -0.73379 1.41566 -1.14871
H -0.50286 1.65735 0.70843
H -1.23860 -0.57720 0.69194
H -0.19684 -1.04481 -0.59979
H -3.55688 -1.43800 -2.72508
H -3.91797 0.02300 -2.85198
O -3.21309 -0.60327 -3.04997
*
```

LUMO (spin up / spin down): -2.816 / -6.725 eV
Kohn-Sham gap (spin up / spin down): 11.4285 / 7.5194 eV



*z*
The following is a quantum chemistry calculation of a 2-piece molecular cluster, C5H13NO overall, from OMol25.

```
! RIJCOSX wB97M-V def2-TZVPD def2/J DEFGRID3
* xyz 1 2
C -1.45061 -0.51230 1.64285
C -0.09153 0.00416 1.14641
C 0.52452 -0.94976 0.11193
C 0.06225 -0.61954 -1.28482
C 0.08570 0.58820 -1.89232
N -0.20702 -1.78984 -1.94468
H -1.24633 -1.25267 2.41756
H -2.15905 -0.95367 0.95040
H -2.01867 0.28427 2.13531
H -0.12183 1.06893 0.89805
H 0.64603 0.03356 1.95965
H 1.62324 -0.89724 0.18979
H 0.42612 -1.98276 0.41244
H 0.32369 1.50723 -1.35059
H 0.08491 0.97939 -2.90362
H 0.29653 -2.64133 -1.74161
H -0.73976 -1.71825 -2.80532
H 1.84396 2.70178 1.23488
H 1.12914 3.23419 -0.03067
O 0.98870 2.91567 0.85438
*
```

LUMO (spin up / spin down): -3.730 / -7.524 eV
Kohn-Sham gap (spin up / spin down): 10.9328 / 7.1758 eV



The most stable of them is *y*.



*w*
The following is a quantum chemistry calculation of a 2-piece molecular cluster, C5H13NO overall, from OMol25.

```
! RIJCOSX wB97M-V def2-TZVPD def2/J DEFGRID3
* xyz 1 2
C 1.61619 2.04781 -0.94302
C 0.32397 1.34811 -0.53438
N 0.64750 0.00523 0.00207
C -1.66155 -0.23251 0.89935
C -0.42647 -0.84925 0.26366
C 0.20226 -2.04935 1.06328
O -1.06064 -0.64578 -2.22263
H 1.64113 2.40021 -1.97443
H 1.62115 3.00761 -0.44109
H 2.50905 1.48197 -0.70289
H -0.15540 1.84511 0.30936
H -0.39210 1.03729 -1.35880
H 1.03655 -0.46068 -0.83214
H -2.17104 -1.09821 1.35119
H -1.50744 0.46716 1.71878
H -2.49051 0.00690 0.20851
H -0.94604 -1.27598 -0.74961
H 1.28543 -1.94391 1.09589
H -0.00628 -3.06706 0.71521
H -0.06578 -2.02468 2.13168
*
```

LUMO (spin up / spin down): -8.940 / -8.762 eV
Kohn-Sham gap (spin up / spin down): 6.9772 / 6.8642 eV



*x*
The following is a quantum chemistry calculation of a 2-piece molecular cluster, C5H13NO overall, from OMol25.

```
! RIJCOSX wB97M-V def2-TZVPD def2/J DEFGRID3
* xyz 1 2
C -1.45452 1.48588 -1.28171
C -0.57286 0.35208 -1.74146
C 0.27244 -0.33519 -0.68846
C 1.49870 0.09760 -0.19864
N 2.07556 -0.40708 0.88295
C -0.16834 -1.76376 -0.41236
H -2.20268 1.16643 -0.56319
H -0.84204 2.31931 -0.93051
H -2.09520 1.88667 -2.06817
H -1.21366 -0.39104 -2.20598
H 0.15336 0.73032 -2.46970
H 2.05294 0.90634 -0.66298
H 1.82455 -1.28786 1.32668
H 3.04650 -0.15643 1.02726
H -0.47643 -2.19008 -1.36180
H -0.97534 -1.85812 0.30955
H 0.70595 -2.35144 -0.11763
H -0.47248 0.19433 3.03600
H -1.20802 0.16131 1.79563
O -1.28001 0.52502 2.66336
*
```

LUMO (spin up / spin down): -3.823 / -7.041 eV
Kohn-Sham gap (spin up / spin down): 10.5554 / 7.9200 eV



*y*
The following is a quantum chemistry calculation of a 3-piece molecular cluster, C5H13NO overall, from OMol25.

```
! RIJCOSX wB97M-V def2-TZVPD def2/J DEFGRID3
* xyz 1 2
C -0.43539 -1.04540 1.60672
N -1.51142 -0.54219 2.48718
C 1.16630 -1.37858 -1.42784
C 0.18480 1.42768 -1.40020
C 1.49062 0.95811 -0.94522
C 1.98376 -0.32737 -1.14723
H -0.33362 -0.34881 0.77896
H 0.53208 -1.04820 2.11914
H -0.68548 -2.06506 1.28818
H -1.99924 0.17595 1.94085
H 1.54471 -2.37550 -1.61278
H 0.09710 -1.21211 -1.49132
H -0.10590 2.35200 -0.90887
H 0.30601 1.70890 -2.45797
H -0.58701 0.67441 -1.22243
H 2.14432 1.70939 -0.51920
H 3.02691 -0.52604 -0.92776
H -1.12006 -0.00794 3.25652
H -3.29452 0.83968 0.11279
O -2.40397 1.03110 0.47046
*
```

LUMO (spin up / spin down): -7.140 / -7.148 eV
Kohn-Sham gap (spin up / spin down): 5.4236 / 5.2812 eV



The most stable of them is *x*.